Record 1
DFT (ωB97M-V/def2-TZVPD) results for C24H33BrNO4P2Rh as an isolated structure at a distorted geometry.

Geometry as ORCA input:
```
! RIJCOSX wB97M-V def2-TZVPD def2/J DEFGRID3
* xyz 0 5
C -0.90 2.45 -3.29
C -0.95 1.38 -2.41
N 0.16 1.12 -1.65
C 1.34 1.66 -1.96
C 1.43 2.72 -2.86
C 0.29 3.13 -3.54
C -2.27 0.61 -2.20
P -2.07 -0.53 -0.73
Rh 0.07 -0.33 0.16
P 2.34 -0.54 -0.59
C 2.55 1.20 -1.20
C -0.01 -2.24 1.03
C -0.74 -2.16 2.21
C -0.73 -3.26 3.11
C -0.07 -4.45 2.74
C 0.56 -4.56 1.50
C 0.57 -3.47 0.64
O -2.00 -1.69 -5.19
O 1.10 -1.82 -4.11
H -1.80 2.68 -3.86
H 2.38 3.26 -2.98
H 0.31 3.94 -4.26
C -3.15 0.28 0.44
C -2.87 -2.08 -1.24
H 3.49 1.25 -1.77
H 2.73 1.82 -0.31
H -2.62 -0.02 -2.98
H -3.11 1.35 -2.05
C 3.42 -0.72 0.81
C 3.14 -1.53 -1.85
H -1.28 -1.25 2.46
H -1.25 -3.12 4.06
H -0.07 -5.28 3.43
H 1.05 -5.49 1.18
H 1.06 -3.58 -0.35
H 0.20 -1.65 -3.76
H 1.08 -2.76 -4.32
H -1.15 -1.44 -4.84
H -2.31 -0.81 -5.51
H 0.81 -1.53 -0.48
H -4.15 0.42 0.00
H -3.23 -0.31 1.37
H -2.74 1.27 0.69
H -3.97 -1.97 -1.27
H -2.55 -2.40 -2.25
H -2.63 -2.89 -0.53
H 4.21 -1.18 -1.99
H 3.16 -2.60 -1.54
H 2.61 -1.44 -2.82
H 4.46 -0.90 0.46
H 3.39 0.18 1.45
H 3.10 -1.58 1.43
Br -0.66 3.79 0.76
C -0.50 3.46 2.65
C -0.91 4.45 3.53
C -0.70 4.29 4.91
C -0.08 3.14 5.43
C 0.32 2.14 4.56
C 0.12 2.31 3.20
C 0.48 1.15 2.37
O 1.40 0.36 2.62
O -0.37 1.12 1.39
H -1.37 5.35 3.13
H -1.01 5.08 5.58
H 0.12 3.02 6.49
H 0.81 1.21 4.88
*
```

The expectation value of S² is 6.03. For the orbital gap (alpha / beta), the calculation gives 4.2552 / 6.9393 eV. The value obtained for the LUMO energy (alpha / beta) is 0.0108 / -0.0460 Eh. Its HOMO energy (alpha / beta) is -3.96 / -8.19 eV.



Record 2
DFT (ωB97M-V/def2-TZVPD) results for a 7-piece molecular cluster, C24H33Cl4F15O10 overall at a distorted geometry.

Geometry as ORCA input:
```
! RIJCOSX wB97M-V def2-TZVPD def2/J DEFGRID3
* xyz 0 1
C -4.44 -4.40 -6.72
C -3.32 -3.97 -5.72
O -3.72 -3.23 -4.52
C -4.02 -1.99 -4.59
O -3.94 -1.29 -5.64
C -4.33 -1.34 -3.19
F -3.25 -1.56 -2.40
F -4.43 0.04 -3.25
F -5.41 -1.87 -2.68
H -4.14 -5.10 -7.50
H -4.95 -3.55 -7.17
H -5.21 -4.79 -6.06
H -2.50 -3.45 -6.21
H -2.79 -4.88 -5.43
C 1.75 4.00 5.42
C 1.00 3.06 4.43
O 1.84 2.01 4.03
C 2.28 0.99 4.83
O 1.92 0.84 6.03
C 3.39 0.09 4.19
F 2.86 -0.87 3.43
F 4.19 0.71 3.37
F 4.11 -0.55 5.10
H 1.97 3.60 6.40
H 1.19 4.93 5.46
H 2.75 4.27 5.09
H 0.70 3.76 3.65
H 0.10 2.69 4.92
C 2.08 1.56 0.54
C 0.57 1.24 0.06
O 0.69 0.40 -1.10
C 0.77 -0.91 -1.18
O 0.95 -1.57 -0.20
C 0.42 -1.56 -2.56
F 1.54 -1.70 -3.36
F -0.17 -2.78 -2.34
F -0.46 -0.78 -3.17
H 2.61 0.68 0.90
H 2.06 2.31 1.34
H 2.63 1.96 -0.30
H 0.07 2.16 -0.23
H -0.03 0.74 0.81
C -0.55 -2.75 2.49
C -0.99 -2.57 3.95
O -1.07 -3.89 4.47
C -1.66 -4.07 5.74
O -2.10 -3.15 6.46
C -1.72 -5.57 6.26
F -1.15 -5.69 7.48
F -2.98 -5.90 6.30
F -1.12 -6.32 5.37
H 0.50 -3.03 2.54
H -0.57 -1.80 1.95
H -1.10 -3.49 1.92
H -1.94 -2.05 4.02
H -0.31 -1.97 4.56
C -1.95 8.79 2.00
C -1.29 7.87 0.90
O -2.07 6.67 0.72
C -1.48 5.52 1.25
O -0.46 5.57 1.97
C -2.17 4.20 0.88
F -1.71 3.19 1.68
F -3.47 4.27 0.86
F -1.85 3.81 -0.36
H -1.46 9.76 2.03
H -1.75 8.31 2.96
H -2.98 9.09 1.83
H -0.22 7.69 0.99
H -1.32 8.36 -0.07
Cl -0.03 -5.53 -4.90
C 1.56 -5.00 -4.47
C 2.69 -5.49 -5.46
Cl 2.66 -7.11 -5.82
H 1.64 -5.51 -3.51
H 1.51 -3.92 -4.29
H 3.63 -5.37 -4.93
H 2.68 -5.02 -6.45
Cl 5.09 -0.44 -4.11
C 5.11 0.93 -2.97
C 4.26 2.14 -3.51
Cl 4.12 3.34 -2.22
H 6.12 1.15 -2.64
H 4.58 0.53 -2.10
H 3.30 1.83 -3.90
H 4.67 2.69 -4.36
*
```

For the orbital gap, the calculation gives 10.5850 eV. Its SMILES is CCOC(=O)C(F)(F)F.CCOC(=O)C(F)(F)F.CCOC(=O)C(F)(F)F.CCOC(=O)C(F)(F)F.CCOC(=O)C(F)(F)F.ClCCCl.ClCCCl. The value obtained for the LUMO energy is -0.0005 Eh. Its HOMO energy is -10.60 eV.



Record 3
DFT (ωB97M-V/def2-TZVPD) results for C24H33N2O6P2Pt as an isolated structure at a distorted geometry.

Geometry as ORCA input:
```
! RIJCOSX wB97M-V def2-TZVPD def2/J DEFGRID3
* xyz 1 5
C -2.17 2.76 -2.91
C -1.09 2.14 -2.21
N -1.37 1.54 -0.99
C -2.64 1.26 -0.65
C -3.70 1.62 -1.46
C -3.47 2.42 -2.58
C 0.20 2.03 -2.71
P 1.45 1.23 -1.75
Pt 0.16 0.76 0.18
P -1.47 0.61 1.77
C -2.86 0.41 0.58
C 1.91 0.59 1.48
C 2.91 -0.24 1.02
C 4.01 -0.54 1.83
C 4.12 0.02 3.10
C 3.12 0.89 3.56
C 2.02 1.19 2.74
O 0.82 6.04 -1.57
O 2.92 4.59 0.97
H -1.92 3.45 -3.70
H -4.69 1.27 -1.19
H -4.31 2.78 -3.17
C 1.58 -0.26 -2.79
C 3.13 1.95 -1.71
H -3.80 0.65 1.09
H -2.86 -0.65 0.32
H 0.86 5.35 -2.21
H 0.42 2.60 -3.62
C -1.41 -0.83 2.85
C -1.93 2.03 2.81
H 2.79 -0.69 0.04
H 4.75 -1.24 1.45
H 4.97 -0.24 3.73
H 3.21 1.33 4.56
H 1.26 1.89 3.10
H 0.53 2.21 0.82
H 2.61 4.48 1.93
H 2.10 4.74 0.48
H -0.11 6.20 -1.35
H -0.29 2.32 1.04
H 1.91 0.11 -3.78
H 2.27 -1.02 -2.42
H 0.57 -0.68 -2.87
H 3.39 2.30 -2.72
H 3.19 2.79 -0.99
H 3.86 1.18 -1.41
H -2.89 1.80 3.31
H -1.15 2.19 3.56
H -2.06 2.93 2.19
H -2.13 -0.70 3.68
H -1.66 -1.73 2.27
H -0.40 -0.93 3.24
O 0.75 -2.04 1.03
C 0.01 -2.19 0.05
O -0.38 -1.18 -0.69
C -0.49 -3.57 -0.31
C -1.30 -3.75 -1.44
C -1.81 -5.01 -1.72
C -1.55 -6.09 -0.85
C -0.72 -5.90 0.26
C -0.19 -4.65 0.54
N -2.14 -7.36 -1.08
O -2.89 -7.49 -2.07
O -1.91 -8.29 -0.26
H -1.52 -2.90 -2.10
H -2.43 -5.19 -2.58
H -0.53 -6.76 0.90
H 0.45 -4.50 1.41
*
```

The expectation value of S² is 6.08. For the orbital gap (alpha / beta), the calculation gives 4.9934 / 5.3228 eV. The value obtained for the LUMO energy (alpha / beta) is -0.1215 / -0.2200 Eh. Its HOMO energy (alpha / beta) is -8.30 / -11.31 eV.



Record 4
DFT (ωB97M-V/def2-TZVPD) results for one molecule with the formula C24H33N3O4.

Geometry as ORCA input:
```
! RIJCOSX wB97M-V def2-TZVPD def2/J DEFGRID3
* xyz 0 1
C 7.12 3.05 -0.52
O 6.35 1.88 -0.51
C 6.81 0.80 0.21
C 8.00 0.80 0.92
C 8.43 -0.32 1.60
C 7.67 -1.47 1.59
C 6.47 -1.48 0.91
C 6.02 -0.36 0.22
O 4.83 -0.53 -0.43
C 3.99 0.58 -0.70
C 2.59 0.02 -0.97
O 2.60 -0.77 -2.13
C 2.07 -0.75 0.26
N 0.65 -1.00 0.32
C 0.13 -1.82 -0.76
C -1.30 -2.25 -0.41
N -2.19 -1.12 -0.18
C -2.61 -0.42 -1.38
C -3.93 0.33 -1.15
O -4.27 1.25 -1.87
N -4.64 -0.17 -0.12
C -5.93 0.21 0.31
C -6.21 1.53 0.65
C -5.16 2.59 0.60
C -7.50 1.84 1.07
C -8.48 0.86 1.16
C -8.17 -0.45 0.85
C -6.90 -0.79 0.42
C -6.56 -2.21 0.06
C -1.61 -0.24 0.82
C -0.17 0.18 0.49
H 8.11 2.89 -0.96
H 6.56 3.75 -1.14
H 7.23 3.47 0.48
H 8.62 1.69 0.93
H 9.37 -0.29 2.14
H 8.00 -2.36 2.11
H 5.85 -2.37 0.89
H 4.35 1.12 -1.59
H 3.97 1.27 0.15
H 1.92 0.86 -1.20
H 3.32 -1.41 -2.03
H 2.34 -0.19 1.16
H 2.58 -1.72 0.30
H 0.76 -2.71 -0.85
H 0.14 -1.29 -1.73
H -1.71 -2.87 -1.20
H -1.27 -2.83 0.52
H -1.88 0.30 -1.77
H -2.80 -1.16 -2.17
H -4.24 -1.01 0.28
H -5.51 3.50 1.08
H -4.90 2.81 -0.43
H -4.25 2.26 1.11
H -7.74 2.86 1.33
H -9.47 1.12 1.49
H -8.93 -1.21 0.93
H -7.46 -2.83 0.08
H -6.13 -2.26 -0.94
H -5.84 -2.63 0.77
H -2.24 0.64 0.94
H -1.60 -0.79 1.77
H 0.23 0.77 1.32
H -0.18 0.82 -0.41
*
```

For the orbital gap, the calculation gives 8.8399 eV. Its SMILES is COc1ccccc1OC[C@@H](O)CN1CCN(CC(=O)Nc2c(C)cccc2C)CC1. The value obtained for the LUMO energy is 0.0246 Eh. Its HOMO energy is -8.17 eV.



M for every record listed, in sequence, given in g mol⁻¹: 644.29 908.30 702.56 427.55.